one) 22
Properties=species:S:1:pos:R:3:mulliken_charge:R:1 method="wB97M-V/def2-TZVPD" orbital_gap_ev=9.2
N 3.529 -0.054 -0.083 -0.469
C 2.247 -0.092 0.531 -0.502
C 1.084 0.137 -0.433 -0.565
N -0.230 0.020 0.173 0.064
C -0.703 -1.305 0.534 -1.068
C -1.212 0.795 -0.573 -0.465
C -2.579 0.865 0.154 -0.947
O -3.343 -0.444 -0.266 -0.446
H 4.136 0.722 0.085 0.178
H 3.991 -0.883 -0.401 0.163
H 2.168 0.562 1.411 0.398
H 2.010 -0.996 1.109 0.235
H 1.126 1.057 -1.012 0.310
H 1.244 -0.661 -1.186 0.223
H 0.198 -1.871 0.760 0.377
H -1.423 -1.258 1.351 0.274
H -1.290 -1.846 -0.221 0.340
H -0.821 1.795 -0.765 0.485
H -1.463 0.342 -1.546 0.327
H -2.903 1.903 -0.010 0.287
H -2.413 0.819 1.227 0.437
H -3.351 0.394 -0.839 0.365

=====

two) 22
Properties=species:S:1:pos:R:3:mulliken_charge:R:1 method="wB97M-V/def2-TZVPD" orbital_gap_ev="6.2 / 6.2"
C -0.846 1.562 0.630 -0.360
C -1.861 -1.441 0.597 -1.004
N -0.836 -1.628 -0.331 -0.250
O -0.404 2.873 0.864 -0.566
H 0.116 3.151 0.097 0.340
H -0.077 -2.202 0.028 0.254
H -1.165 -1.975 -1.225 0.267
H -1.243 1.225 1.590 0.243
H -1.616 1.536 -0.151 0.322
H -1.523 -1.238 1.607 0.300
H -2.743 -0.948 0.210 0.266
C 1.255 0.384 1.182 -1.062
C 1.382 -0.691 -1.615 -1.530
C 0.168 -0.086 -0.962 0.033
N 0.353 0.772 0.113 0.149
H -0.537 0.335 -1.673 0.445
H 1.402 1.248 1.831 0.364
H 2.225 0.106 0.780 0.339
H 0.876 -0.443 1.789 0.298
H 1.901 -1.365 -0.937 0.401
H 1.083 -1.257 -2.499 0.391
H 2.089 0.081 -1.926 0.362

=====

three) 22
Properties=species:S:1:pos:R:3:mulliken_charge:R:1 method="wB97M-V/def2-TZVPD" orbital_gap_ev=9.7 smiles="CNC=O.CCCN"
C 0.302 2.755 1.256 -0.832
N 0.969 1.490 1.455 -0.098
C 1.601 0.847 0.448 -0.115
O 1.552 1.176 -0.722 -0.573
H 0.324 2.989 0.194 0.298
H -0.735 2.694 1.577 0.280
H 0.798 3.565 1.812 0.324
H 1.143 1.205 2.406 0.258
H 2.278 0.053 0.816 0.434
C 0.637 -2.070 -0.813 -1.194
C -0.393 -1.463 0.128 -0.479
C -1.287 -0.335 -0.575 -0.493
N -2.086 -0.768 -1.685 -0.566
H 1.249 -1.292 -1.269 0.292
H 1.298 -2.754 -0.278 0.311
H 0.154 -2.626 -1.625 0.378
H -1.116 -2.233 0.420 0.431
H 0.052 -1.164 1.078 0.314
H -1.946 0.080 0.192 0.224
H -0.598 0.438 -0.923 0.289
H -1.506 -1.047 -2.469 0.255
H -2.691 -1.541 -1.426 0.264

=====

four) 22
Properties=species:S:1:pos:R:3:mulliken_charge:R:1 method="wB97M-V/def2-TZVPD" orbital_gap_ev=9.5
H 1.314 -2.527 0.885 0.226
N 0.989 -1.597 1.134 -0.704
C 1.033 -0.775 0.134 0.383
C 1.797 -1.040 -1.148 -1.301
N 0.875 0.607 0.422 0.419
C 0.493 1.022 1.755 -1.032
O 1.853 1.489 -0.100 -0.501
H 2.817 -0.666 -1.070 0.316
H 1.848 -2.110 -1.340 0.461
H 1.303 -0.553 -1.988 0.288
H -0.120 0.233 2.181 0.330
H -0.059 1.960 1.683 0.292
H 1.370 1.161 2.389 0.316
H 1.439 1.915 -0.865 0.331
C -2.019 -0.578 -0.295 -0.539
C -2.272 0.856 -0.703 -0.761
H -2.241 -1.271 -1.102 0.330
H -2.612 -0.862 0.569 0.276
H -0.802 -0.928 -0.112 0.128
H -1.531 1.178 -1.433 0.189
H -3.261 0.963 -1.153 0.356
H -2.215 1.521 0.157 0.199

=====

Most favorable first, least favorable last: three), four), one), two)

=====

one) 22
Properties=species:S:1:pos:R:3:mulliken_charge:R:1 method="wB97M-V/def2-TZVPD" orbital_gap_ev=8.5
C -1.415 0.479 1.918 -0.273
O -0.361 -0.145 2.419 -0.675
H 0.423 -0.303 1.202 0.079
H -1.593 1.507 2.290 0.248
H -2.363 -0.095 1.898 0.231
H -1.238 0.647 0.754 0.037
C -1.317 -0.645 -1.242 -1.690
C 1.415 -1.523 -0.354 -1.565
C -0.309 0.315 -0.675 0.098
C 0.859 -0.163 0.066 1.171
N -0.244 1.546 -1.248 -0.332
N 1.878 0.881 0.185 -0.679
H -1.076 1.956 -1.641 0.243
H 0.538 2.116 -0.945 0.258
H 2.750 0.627 -0.262 0.200
H 2.058 1.088 1.159 0.270
H -2.263 -0.142 -1.451 0.469
H -1.512 -1.461 -0.548 0.364
H -0.938 -1.071 -2.175 0.389
H 0.646 -2.290 -0.431 0.367
H 2.129 -1.864 0.397 0.408
H 1.933 -1.461 -1.317 0.383

=====

two) 22
Properties=species:S:1:pos:R:3:mulliken_charge:R:1 method="wB97M-V/def2-TZVPD" orbital_gap_ev=7.1
C 2.175 -0.347 0.882 -0.995
C 1.472 -1.564 0.201 -0.404
C 0.767 -1.219 -1.092 -0.942
C -0.206 0.030 -1.007 0.248
C -1.181 -0.066 0.024 -0.147
N -2.525 0.008 -0.277 -0.390
N -0.201 0.769 -2.087 -0.748
H 3.201 -0.585 1.174 0.313
H 2.239 0.497 0.162 0.265
H 1.512 -0.018 1.669 0.281
H 2.283 -2.244 -0.097 0.353
H 0.819 -1.979 0.980 0.380
H 0.137 -2.018 -1.461 0.345
H 1.408 -0.999 -1.961 0.334
H -0.964 -0.673 0.902 0.354
H -2.624 0.136 -1.281 0.271
H -3.086 0.624 0.293 0.325
H 0.159 1.577 0.451 0.215
H -0.189 1.746 -1.785 0.276
H -2.194 2.746 1.342 0.305
H -1.194 1.572 1.149 0.090
O -1.807 2.007 1.821 -0.730

=====

three) 22
Properties=species:S:1:pos:R:3:mulliken_charge:R:1 method="wB97M-V/def2-TZVPD" orbital_gap_ev=10.1 smiles=NCCC[C@H](N)CO
N -3.022 0.398 0.843 -0.537
C -1.717 0.676 1.408 -0.796
C -0.658 1.292 0.468 -0.373
C -0.232 0.285 -0.600 -0.748
C 1.116 -0.363 -0.233 0.249
N 2.326 0.353 -0.610 -0.701
C 1.147 -1.803 -0.854 -0.746
O 2.454 -2.338 -0.867 -0.549
H -3.594 1.224 0.762 0.238
H -3.001 -0.100 -0.034 0.241
H -1.857 1.349 2.256 0.393
H -1.333 -0.234 1.883 0.288
H -1.036 2.255 0.125 0.371
H 0.156 1.497 1.172 0.226
H -0.924 -0.556 -0.674 0.349
H -0.107 0.700 -1.602 0.368
H 1.138 -0.634 0.825 0.292
H 2.546 1.070 0.067 0.267
H 2.150 0.825 -1.481 0.228
H 0.759 -1.843 -1.876 0.301
H 0.606 -2.421 -0.136 0.316
H 3.084 -1.629 -0.840 0.323

=====

four) 22
Properties=species:S:1:pos:R:3:mulliken_charge:R:1 method="wB97M-V/def2-TZVPD" orbital_gap_ev=9.0
C 0.755 0.778 0.938 0.939
C 1.326 -0.583 1.258 -1.488
N 1.335 1.380 -0.155 -0.669
N 0.625 1.605 2.045 -0.589
C -1.179 0.325 0.401 -0.502
C -1.898 -0.653 0.954 -0.535
H 1.037 2.332 -0.323 0.241
H 1.239 0.801 -1.006 0.430
H 0.214 1.150 2.846 0.257
H 0.201 2.505 1.866 0.259
H -1.680 1.290 0.264 0.246
H 0.760 -1.052 2.059 0.369
H 2.363 -0.454 1.575 0.426
H 1.295 -1.209 0.370 0.279
H -1.465 -1.630 1.151 0.225
H -2.943 -0.546 1.234 0.278
C -0.313 -1.183 -2.912 -0.723
O 0.174 -0.400 -1.854 -0.526
H -0.553 -0.280 -1.059 0.324
H -0.187 -0.619 -3.845 0.242
H -1.373 -1.447 -2.808 0.270
H 0.266 -2.110 -3.001 0.247

=====

Most favorable first, least favorable last: three), one), four), two)

=====

one) 22
Properties=species:S:1:pos:R:3:mulliken_charge:R:1 method="wB97M-V/def2-TZVPD" orbital_gap_ev=10.1 smiles=CC[C@H](N)C[C@@H](N)O
C 1.085 -2.399 -1.447 -1.308
C 0.561 -0.967 -1.474 -0.501
C 0.232 -0.427 -0.071 0.252
N -0.810 -1.182 0.620 -0.594
C -0.223 1.034 -0.145 -1.038
C -0.115 1.765 1.208 0.125
N -1.119 2.826 1.213 -0.685
O -0.323 0.938 2.307 -0.576
H 1.363 -2.718 -2.449 0.390
H 0.331 -3.090 -1.074 0.319
H 1.963 -2.470 -0.808 0.327
H 1.314 -0.322 -1.929 0.322
H -0.339 -0.917 -2.093 0.290
H 1.133 -0.488 0.552 0.317
H -1.631 -1.261 0.027 0.251
H -0.490 -2.117 0.844 0.234
H 0.364 1.576 -0.888 0.431
H -1.271 1.064 -0.450 0.318
H 0.913 2.164 1.331 0.272
H -0.868 3.558 0.558 0.214
H -1.173 3.231 2.141 0.239
H -0.896 0.203 2.028 0.401

=====

two) 22
Properties=species:S:1:pos:R:3:mulliken_charge:R:1 method="wB97M-V/def2-TZVPD" orbital_gap_ev=10.6 smiles="[H]/N=C(/[NH3+])[O-].CC(C)C"
H 2.241 2.483 2.283 0.198
N 2.288 1.938 1.437 -0.596
C 1.962 0.689 1.402 0.460
N 2.553 0.475 -0.235 -0.478
O 1.428 -0.223 1.955 -0.502
H 2.718 1.645 0.007 0.450
H 3.293 -0.215 -0.311 0.272
H 1.786 0.248 -0.859 0.194
C -2.334 -0.742 0.590 -1.344
C -1.557 -0.576 -0.719 1.005
C -0.411 -1.589 -0.794 -1.402
C -1.041 0.858 -0.861 -1.450
H -1.676 -0.565 1.444 0.285
H -3.165 -0.037 0.648 0.375
H -2.739 -1.752 0.682 0.374
H -2.242 -0.772 -1.553 0.183
H 0.272 -1.457 0.048 0.219
H -0.790 -2.612 -0.754 0.399
H 0.149 -1.483 -1.727 0.357
H -0.487 0.991 -1.794 0.365
H -1.864 1.575 -0.862 0.391
H -0.385 1.120 -0.027 0.246

=====

three) 22
Properties=species:S:1:pos:R:3:mulliken_charge:R:1 method="wB97M-V/def2-TZVPD" orbital_gap_ev=9.4 smiles=C[C@H](O)[C@H](C)NCN
C -1.525 -1.238 1.284 -1.424
C -1.098 0.218 1.341 0.105
O -2.254 1.026 1.054 -0.545
C 0.017 0.648 0.320 0.210
C -0.619 1.083 -0.999 -1.140
N 0.995 -0.406 0.215 -0.192
C 2.180 -0.228 -0.561 -0.532
N 2.096 -0.647 -1.963 -0.509
H -0.713 -1.958 1.390 0.384
H -2.186 -1.408 2.121 0.401
H -2.062 -1.418 0.372 0.292
H -0.712 0.540 2.311 0.408
H -2.710 1.217 1.881 0.322
H 0.447 1.531 0.796 0.088
H -1.448 0.418 -1.220 0.249
H -0.028 1.000 -1.899 0.277
H -1.077 2.067 -0.982 0.337
H 0.591 -1.327 0.118 0.176
H 2.473 0.824 -0.517 0.308
H 3.019 -0.798 -0.150 0.450
H 2.878 -1.182 -2.307 0.193
H 1.735 0.038 -2.606 0.141

=====

four) 22
Properties=species:S:1:pos:R:3:mulliken_charge:R:1 method="wB97M-V/def2-TZVPD" orbital_gap_ev=9.6 smiles="C=C(C)N.CNCO"
C 2.858 -0.987 -1.480 -1.026
C 1.903 -0.970 -0.561 0.699
C 2.160 -1.230 0.891 -1.203
N 0.532 -0.732 -0.860 -0.539
H 2.608 -0.730 -2.500 0.280
H 3.851 -1.252 -1.158 0.274
H 3.156 -1.616 1.083 0.396
H 2.051 -0.293 1.430 0.282
H 1.424 -1.917 1.310 0.281
H -0.130 -1.486 -0.744 0.282
H 0.362 -0.323 -1.768 0.250
C -2.780 0.273 -0.519 -0.755
N -2.584 1.344 0.426 -0.342
C -1.441 1.145 1.309 -0.455
O -0.186 1.109 0.718 -0.590
H -2.029 0.165 -1.321 0.183
H -3.723 0.393 -1.059 0.327
H -2.824 -0.679 0.017 0.284
H -2.449 2.236 -0.028 0.264
H -1.659 0.184 1.807 0.307
H -1.443 1.928 2.070 0.292
H 0.003 0.319 0.091 0.509

=====

Most favorable first, least favorable last: one), three), two), four)

=====

one) 9
Properties=species:S:1:pos:R:3:mulliken_charge:R:1 method="wB97M-V/def2-TZVPD" orbital_gap_ev=4.4 charge=-2 smiles="S=c1[nH]oc([S-])c1[S-]"
S 2.520 0.708 -0.337 -0.606
C 0.954 0.263 -0.134 -0.054
N 0.731 -0.490 1.010 -0.119
O -0.658 -0.658 1.199 -0.250
C -1.217 -0.277 0.009 0.129
S -2.746 -0.696 -0.272 -0.540
C -0.194 0.369 -0.906 -0.179
S -0.488 0.930 -2.525 -0.572
H 1.098 -0.150 1.956 0.190

=====

two) 9
Properties=species:S:1:pos:R:3:mulliken_charge:R:1 method="wB97M-V/def2-TZVPD" orbital_gap_ev="4.8 / 4.8" charge=-2 smiles="[O-]NC(=S)C1=C([S-])S1"
O -0.336 1.553 0.742 -0.767
N -0.164 0.358 0.211 0.042
C 0.329 0.118 -1.049 0.171
S 0.316 -1.465 -1.601 -0.628
C 0.873 1.130 -1.815 -0.037
C 1.921 1.755 -2.384 0.043
S 3.199 2.751 -2.400 -0.598
S 0.857 1.079 -3.687 -0.424
H -0.555 -0.327 0.919 0.197

=====

Most favorable first, least favorable last: one), two)